# 1
120
Properties=species:S:1:pos:R:3:mulliken_charge:R:1 method="wB97M-V/def2-TZVPD" max_force_ev_per_a=13.4 total_charge=+1 e_above_lowest_kcal_mol=308.99 s2=0.76 spin_multiplicity=2
H 0.12 -3.80 2.90 0.30
H -0.21 -3.47 1.44 0.18
O -0.15 -3.01 2.31 -0.61
H -3.50 0.37 0.92 0.34
H -2.55 -0.79 1.13 0.27
O -3.15 -0.26 0.47 -0.53
H -1.92 5.35 -2.25 0.28
H -1.89 4.06 -3.15 0.28
O -2.18 5.01 -3.10 -0.62
H 3.34 1.85 -1.77 0.28
H 3.26 1.00 -0.42 0.27
O 2.82 1.69 -0.98 -0.56
H 0.28 1.14 -3.64 0.29
H 0.76 0.88 -5.16 0.28
O 0.21 1.40 -4.60 -0.62
H -1.47 -2.32 -4.33 0.32
O -0.65 -1.94 -3.81 -0.59
H 2.85 -3.18 -0.45 0.17
O 2.56 -2.40 -1.05 -0.09
H 3.78 -0.50 -0.06 0.37
H 3.25 -0.41 1.53 0.38
O 4.04 -0.24 0.86 -0.66
H -1.11 3.09 2.21 0.18
H -0.64 1.73 1.55 0.22
O -1.40 2.24 1.88 -0.40
H 1.56 3.87 -4.72 0.41
H 1.61 3.10 -3.33 0.41
O 2.08 3.28 -4.14 -0.37
H 1.93 -4.56 0.88 0.27
H 2.42 -5.66 1.77 0.34
O 2.35 -4.65 1.59 -0.52
H 4.86 -1.09 3.23 0.30
O 5.25 -2.01 3.13 -0.70
H 1.90 1.78 2.16 0.23
H 2.78 2.64 2.96 0.26
O 1.94 2.62 2.40 -0.41
H -4.55 -1.41 1.38 0.28
H -5.39 -2.06 2.25 0.30
O -4.74 -2.43 1.68 -0.56
H -4.15 2.03 3.06 0.30
H -5.40 1.14 3.17 0.32
O -4.53 1.29 3.56 -0.62
H 4.73 -2.64 -3.01 0.33
H 4.21 -1.80 -4.15 0.31
O 4.99 -1.97 -3.64 -0.64
H 4.83 -2.88 1.59 0.40
H 4.07 -4.17 1.82 0.31
O 4.76 -3.79 1.27 -0.65
H -1.29 -2.97 5.15 0.33
H -0.24 -2.07 5.46 0.30
O -0.66 -2.89 5.78 -0.57
H 3.13 0.51 -4.59 0.32
O 2.75 -0.36 -4.27 -0.82
H -1.35 0.78 0.14 -0.20
H -1.93 2.07 -0.32 0.27
O -1.05 1.57 -0.48 0.14
H -0.70 6.08 2.40 0.29
O -1.16 5.95 1.61 -0.63
H -1.55 0.53 -4.79 0.26
H -3.03 -0.12 -4.47 0.35
O -2.32 -0.02 -5.15 -0.69
H -2.26 0.35 6.18 0.33
H -3.07 1.35 5.32 0.34
O -2.20 1.34 5.90 -0.65
H -3.26 -3.66 4.39 0.32
H -2.38 -3.47 3.10 0.33
O -2.43 -3.90 3.92 -0.68
H -2.96 -5.36 -1.71 0.27
H -1.68 -4.91 -1.97 0.27
O -2.57 -4.67 -2.11 -0.55
H 0.55 4.68 -2.25 0.36
H 0.42 3.30 -1.72 0.28
O 0.26 3.76 -2.55 -0.48
H -2.47 -0.75 3.44 0.16
H -3.90 0.01 3.44 0.35
O -3.48 -0.89 3.42 -0.55
H -0.93 1.28 -2.72 0.02
H -1.82 1.88 -3.81 0.27
O -1.65 2.05 -2.92 0.18
H 0.72 -5.25 -0.91 0.22
H 0.21 -3.87 -0.73 0.12
O 0.63 -4.56 -0.25 -0.51
H 3.89 -0.19 -2.64 0.28
H 4.21 -1.41 -1.75 0.05
O 4.29 -0.55 -1.77 -0.62
H 2.09 0.32 3.50 0.19
H 0.86 -0.55 3.28 0.03
O 1.57 -0.04 2.88 -0.37
H 2.52 5.21 -0.05 0.29
O 1.83 4.36 -0.13 -0.51
H -0.51 -1.36 0.60 -0.16
H -1.06 -1.71 -0.75 0.01
O -0.35 -1.70 -0.20 0.41
H 2.55 -0.89 -5.16 0.36
H -0.50 -1.13 -4.20 0.25
H -0.51 6.56 0.93 0.33
H 1.90 -1.94 -0.57 -0.07
H 6.03 -1.82 2.58 0.35
H 1.91 3.90 0.75 0.29
O 1.44 4.94 3.25 -0.58
H 0.65 4.89 2.70 0.20
H 1.30 4.29 3.81 0.34
O 0.90 0.07 -2.42 0.20
H 1.91 0.41 -2.49 -0.09
H 0.92 -0.82 -2.73 0.17
O 1.79 -5.20 -2.55 -0.63
H 2.69 -4.86 -2.53 0.27
H 1.40 -4.77 -3.34 0.31
O -6.62 0.85 -1.44 -0.52
H -6.77 0.02 -1.41 0.29
H -5.84 0.94 -1.85 0.28
O -4.68 2.03 -2.82 -0.59
H -3.77 2.02 -2.93 0.31
H -5.09 2.89 -3.02 0.25
O -5.14 1.77 0.76 -0.63
H -5.94 2.04 0.25 0.28
H -4.31 2.05 0.40 0.20
O 4.45 1.01 3.96 -0.53
H 4.83 1.20 4.71 0.21
H 4.84 1.28 3.14 0.33

# 2
16
Properties=species:S:1:pos:R:3:mulliken_charge:R:1 method="wB97M-V/def2-TZVPD" max_force_ev_per_a=1.9 total_charge=0 e_above_lowest_kcal_mol=70.80 spin_multiplicity=1
C 2.01 -0.40 -1.41 -1.09
C 1.05 0.04 -0.31 -0.31
N -0.02 -0.94 -0.08 -0.02
F 0.23 -1.58 1.17 -0.22
S -1.58 -0.17 -0.01 1.15
C -1.51 0.82 1.50 -0.91
O -1.69 0.64 -1.21 -0.61
O -2.65 -1.14 0.11 -0.62
H 1.49 -1.13 -2.03 0.32
H 2.18 0.52 -2.02 0.29
H 3.00 -0.87 -1.09 0.28
H 1.61 0.24 0.63 0.35
H 0.53 0.92 -0.60 0.39
H -0.52 1.07 1.82 0.32
H -2.09 1.74 1.30 0.34
H -2.03 0.23 2.24 0.35

# 3
42
Properties=species:S:1:pos:R:3:mulliken_charge:R:1 method="wB97M-V/def2-TZVPD" max_force_ev_per_a=2.6 total_energy_ev=-28371.66398 total_charge=0 spin_multiplicity=1
O 0.02 3.16 5.90 -0.66
C 0.16 2.49 4.86 0.46
O -0.60 2.64 3.84 -0.68
B 1.32 1.39 4.90 0.17
C 2.15 1.14 3.55 0.30
O 1.73 0.27 2.81 -0.51
N 3.36 1.83 3.13 -0.20
C 3.26 3.24 3.20 0.53
O 3.30 3.90 4.16 -0.37
F 3.14 3.90 1.98 -0.26
H 1.56 0.73 5.86 -0.06
H 3.44 1.61 2.12 0.28
C 0.71 -0.91 -3.44 -1.26
C -0.72 -0.75 -2.96 -0.31
N -1.16 -1.74 -1.90 0.10
C -1.25 -3.11 -2.57 -1.08
C -2.60 -1.44 -1.47 -0.35
C -2.83 -0.14 -0.71 -1.16
C -0.19 -1.93 -0.73 -0.91
C 0.19 -0.71 0.10 -0.33
O 0.93 0.23 -0.64 -0.34
C 0.47 1.58 -0.55 -0.73
H 0.89 -1.87 -3.92 0.36
H 0.92 -0.13 -4.18 0.42
H 1.45 -0.79 -2.64 0.25
H -1.39 -0.89 -3.81 0.52
H -0.89 0.25 -2.58 0.20
H -1.93 -3.04 -3.41 0.40
H -1.61 -3.82 -1.83 0.42
H -0.25 -3.40 -2.90 0.46
H -2.93 -2.28 -0.86 0.38
H -3.19 -1.43 -2.39 0.43
H -2.59 -0.24 0.34 0.40
H -3.90 0.09 -0.74 0.42
H -2.31 0.71 -1.13 0.26
H 0.71 -2.36 -1.16 0.47
H -0.65 -2.67 -0.08 0.36
H 0.85 -1.07 0.90 0.36
H -0.66 -0.26 0.62 0.34
H -0.13 1.77 0.34 0.42
H -0.13 1.81 -1.44 0.26
H 1.33 2.24 -0.55 0.23

# 4
11
Properties=species:S:1:pos:R:3:mulliken_charge:R:1 method="wB97M-V/def2-TZVPD" max_force_ev_per_a=2.9 total_charge=0 e_above_lowest_kcal_mol=54.34 spin_multiplicity=1
C 2.17 0.88 0.50 -1.32
C 0.80 0.47 0.25 0.71
C -0.34 0.12 0.04 -0.08
C -1.72 -0.29 -0.18 -0.49
C -1.89 -1.46 -0.96 0.18
N -2.05 -2.42 -1.55 -0.38
H 2.46 0.70 1.54 0.30
H 2.30 1.94 0.30 0.30
H 2.88 0.34 -0.12 0.30
H -2.27 -0.82 0.75 0.20
H -2.34 0.53 -0.57 0.28

# 5
64
Properties=species:S:1:pos:R:3:mulliken_charge:R:1 method="wB97M-V/def2-TZVPD" max_force_ev_per_a=1.0 total_charge=+2 e_above_lowest_kcal_mol=18.59 spin_multiplicity=1
Ti -0.01 0.18 0.57 -1.27
C -2.97 -0.61 -2.53 -1.74
C -1.77 -0.48 -1.68 -1.05
N -1.79 0.02 -0.50 1.32
O -2.98 0.27 0.07 -0.74
B -2.96 1.32 1.16 0.76
F -2.52 2.51 0.63 -0.34
F -4.16 1.30 1.76 -0.28
O -1.90 0.86 2.22 -0.52
N -0.67 1.39 2.00 0.44
C -0.41 2.64 2.12 0.89
C -1.18 3.63 2.89 -1.77
C 0.76 3.00 1.26 0.49
N 0.95 2.08 0.39 1.33
O 1.95 2.21 -0.51 -0.78
B 1.37 2.33 -1.92 0.78
F 2.45 2.19 -2.75 -0.35
F 0.66 3.48 -2.05 -0.35
O 0.36 1.20 -2.12 -0.71
N 0.60 -0.01 -1.48 1.18
C -0.39 -1.01 -2.04 1.85
C -0.19 -1.26 -3.52 -1.64
C 1.51 4.27 1.36 -1.71
H -3.87 -0.73 -1.92 0.49
H -2.89 -1.42 -3.25 0.43
H -3.09 0.33 -3.09 0.39
H -2.10 3.20 3.28 0.32
H -1.40 4.49 2.27 0.39
H -0.56 3.97 3.72 0.52
H 0.82 -1.61 -3.72 0.34
H -0.37 -0.34 -4.08 0.36
H -0.87 -2.03 -3.85 0.52
H 1.60 4.60 2.40 0.50
H 0.96 5.04 0.81 0.34
H 2.49 4.18 0.91 0.41
C -2.47 -2.55 2.95 -1.02
N -2.20 -3.00 1.58 0.12
C -3.09 -4.05 1.04 -0.91
C -1.28 -2.45 0.85 1.17
O -0.51 -1.54 1.31 -0.30
C -1.08 -2.91 -0.60 -1.08
O -0.08 -2.17 -1.26 -0.21
C 2.00 -0.49 -1.63 -1.52
C 2.64 -0.39 -0.27 0.57
O 1.82 -0.39 0.72 -0.80
N 3.92 -0.37 -0.11 0.17
C 4.53 -0.26 1.22 -1.01
C 4.85 -0.35 -1.25 -0.94
H -2.49 -3.42 3.61 0.43
H -3.44 -2.05 2.97 0.40
H -1.70 -1.86 3.27 0.28
H -3.61 -4.50 1.88 0.34
H -2.52 -4.82 0.53 0.38
H -3.82 -3.61 0.37 0.32
H -2.04 -2.90 -1.12 0.47
H -0.73 -3.94 -0.58 0.56
H 2.51 0.11 -2.38 0.76
H 2.01 -1.54 -1.93 0.81
H 3.77 -0.12 1.97 0.34
H 5.21 0.60 1.22 0.37
H 5.10 -1.16 1.43 0.36
H 4.50 -1.01 -2.05 0.40
H 5.81 -0.72 -0.91 0.37
H 4.96 0.66 -1.63 0.34

# 6
118
Properties=species:S:1:pos:R:3:mulliken_charge:R:1 method="wB97M-V/def2-TZVPD" max_force_ev_per_a=4.8 total_charge=0 e_above_lowest_kcal_mol=20.99 s2=0.76 spin_multiplicity=2
Ti 2.86 0.71 -0.22 -0.43
S 1.83 1.10 2.04 -0.59
P 3.39 2.42 2.09 1.89
C 3.76 2.38 0.38 -0.43
P 3.06 3.34 -0.90 1.40
S 1.69 1.82 -1.80 -0.55
C 2.04 4.84 -0.54 0.56
C 0.66 4.78 -0.39 -0.34
C -0.03 6.01 -0.51 -0.69
C 0.63 7.16 -0.94 -0.43
C 1.96 7.24 -0.92 -0.61
C 2.68 6.08 -0.58 -0.43
C 4.21 3.72 -2.22 0.47
C 3.78 3.98 -3.50 -0.80
C 4.67 4.57 -4.37 -0.57
C 6.04 4.67 -4.15 -0.37
C 6.52 4.19 -2.91 -0.57
C 5.57 3.83 -1.90 -0.22
C 3.05 3.84 3.11 0.48
C 4.12 4.62 3.58 -0.60
C 3.83 5.66 4.45 -0.58
C 2.55 6.00 4.76 -0.46
C 1.51 5.41 4.05 -0.62
C 1.77 4.30 3.24 -0.11
C 4.60 1.65 3.29 0.16
C 4.39 1.49 4.69 -0.74
C 5.39 0.88 5.44 -0.53
C 6.58 0.36 4.85 -0.71
C 6.80 0.76 3.51 -0.51
C 5.79 1.35 2.71 -0.17
H 0.20 3.84 -0.20 0.49
H -1.05 5.99 -0.18 0.41
H -0.04 8.03 -1.13 0.33
H 2.49 8.14 -1.26 0.36
H 3.75 6.18 -0.37 0.41
H 2.73 3.74 -3.72 0.43
H 4.30 4.82 -5.36 0.36
H 6.76 5.05 -4.93 0.33
H 7.60 4.23 -2.64 0.35
H 5.85 3.57 -0.88 0.32
H 5.16 4.32 3.36 0.42
H 4.62 6.19 4.93 0.43
H 2.33 6.73 5.57 0.34
H 0.48 5.74 4.17 0.39
H 0.93 3.77 2.69 0.23
H 3.50 1.76 5.20 0.49
H 5.42 0.98 6.49 0.36
H 7.34 -0.15 5.40 0.44
H 7.76 0.57 3.04 0.39
H 6.07 1.67 1.70 0.31
C -3.88 -5.39 0.08 -0.87
N -3.84 -3.90 0.07 0.17
P -3.27 -3.04 -1.37 -0.27
C -3.33 -4.10 -2.94 0.67
C -2.37 -3.64 -3.84 -0.75
C -2.33 -4.23 -5.11 -0.41
C -3.25 -5.21 -5.51 -0.68
C -4.20 -5.62 -4.58 -0.70
C -4.22 -5.12 -3.27 0.16
C -4.64 -1.98 -1.79 0.77
C -4.40 -0.58 -1.79 -0.65
C -5.49 0.23 -1.98 -0.38
C -6.76 -0.28 -2.28 -0.66
C -6.93 -1.63 -2.30 -0.60
C -5.90 -2.49 -2.06 -0.37
P -3.77 -2.89 1.53 0.03
C -3.75 -4.07 2.97 0.45
C -4.91 -4.78 3.37 -0.17
C -4.75 -5.66 4.43 -0.63
C -3.51 -5.95 5.04 -0.41
C -2.38 -5.29 4.66 -0.38
C -2.53 -4.18 3.74 -0.47
C -5.26 -1.88 1.83 0.75
C -5.20 -0.56 2.29 -0.65
C -6.34 0.20 2.32 -0.35
C -7.60 -0.39 2.18 -0.58
C -7.64 -1.73 1.79 -0.90
C -6.50 -2.48 1.63 -0.53
H -4.93 -5.74 -0.09 0.21
H -3.53 -5.85 1.02 0.31
H -3.21 -5.81 -0.71 0.38
H -1.73 -2.78 -3.64 0.41
H -1.50 -3.99 -5.71 0.41
H -3.20 -5.66 -6.51 0.36
H -4.92 -6.36 -4.82 0.42
H -4.90 -5.57 -2.56 0.30
H -3.39 -0.21 -1.57 0.40
H -5.39 1.34 -2.02 0.33
H -7.59 0.37 -2.38 0.44
H -7.89 -2.05 -2.51 0.38
H -6.07 -3.54 -1.97 0.31
H -5.85 -4.79 2.86 0.33
H -5.57 -6.20 4.83 0.41
H -3.36 -6.81 5.71 0.30
H -1.38 -5.55 5.14 0.32
H -1.62 -3.60 3.52 0.38
H -4.21 -0.08 2.40 0.37
H -6.32 1.28 2.37 0.40
H -8.45 0.26 2.43 0.35
H -8.64 -2.18 1.72 0.35
H -6.48 -3.48 1.34 0.58
O 4.35 -0.15 -1.06 -0.38
S 4.61 -1.54 -1.93 0.14
C 5.04 -1.14 -3.72 -0.37
C 4.18 -1.99 -4.64 -0.63
C 2.89 -2.46 -3.87 -0.59
C 2.91 -1.92 -2.48 0.00
H 6.14 -1.35 -3.81 0.40
H 4.76 -0.10 -3.91 0.20
H 4.65 -2.79 -5.16 0.28
H 3.84 -1.34 -5.51 0.30
H 2.80 -3.57 -3.82 0.28
H 1.95 -2.19 -4.43 0.27
H 2.58 -2.64 -1.70 0.36
H 2.35 -0.98 -2.43 -0.12
S 0.90 -3.39 1.43 -0.46
C 1.36 -2.07 0.67 0.45
N 1.84 -1.08 0.20 -0.61

# 7
32
Properties=species:S:1:pos:R:3:mulliken_charge:R:1 method="wB97M-V/def2-TZVPD" max_force_ev_per_a=4.4 total_charge=+1 e_above_lowest_kcal_mol=54.23 spin_multiplicity=1
C 1.17 1.03 2.27 -1.24
C 0.78 0.37 1.02 0.84
C 0.60 -1.18 1.20 -0.67
C 0.54 -2.12 0.04 0.25
C 1.44 -3.04 -0.19 -1.04
N -0.69 -2.14 -0.67 -0.46
N 1.86 0.66 -0.09 -0.28
H 1.48 0.34 3.09 0.34
H 2.04 1.70 2.34 0.42
H 0.16 1.57 2.56 0.26
H -0.11 0.71 0.56 -0.03
H -0.29 -1.40 1.88 0.36
H 1.58 -1.44 1.79 0.35
H 2.31 -3.14 0.42 0.30
H 1.33 -3.91 -1.07 0.19
H -1.13 -1.28 -1.09 0.22
H -0.69 -2.88 -1.36 0.21
H 1.70 1.53 -0.74 0.32
H 1.63 -0.15 -0.71 0.37
H 2.78 0.70 0.25 0.33
H -2.66 2.61 0.81 0.34
H -3.29 1.77 -0.42 0.33
O -2.45 2.29 -0.17 -0.75
H -1.40 0.88 -2.51 0.29
H -1.22 1.84 -1.46 0.36
O -0.76 1.15 -1.91 -0.66
H -4.21 -1.30 0.79 0.31
H -2.81 -1.16 0.25 0.31
O -3.49 -0.64 0.72 -0.61
H 1.57 2.92 -2.76 0.31
H 0.67 1.61 -2.57 0.40
O 1.56 2.08 -2.26 -0.70

# 8
89
Properties=species:S:1:pos:R:3:mulliken_charge:R:1 method="wB97M-V/def2-TZVPD" max_force_ev_per_a=2.3 total_charge=0 e_above_lowest_kcal_mol=30.78 spin_multiplicity=1
C -5.93 -1.99 3.55 -1.16
C -5.67 -2.87 2.28 -0.04
C -5.72 -2.07 0.93 -0.96
C -4.61 -2.52 -0.12 -0.32
C -4.13 -1.23 -0.88 -0.41
C -2.96 -1.48 -1.91 -0.94
C -2.37 -0.05 -2.26 0.94
C -1.06 -0.15 -3.14 -1.33
N 0.10 0.56 -2.57 0.38
C 1.26 0.20 -3.43 -0.80
C 2.65 0.55 -2.76 -0.28
C 3.88 -0.06 -3.54 -0.66
C 5.18 0.79 -3.28 -0.71
C 6.22 -0.15 -2.54 -0.55
C 7.64 0.55 -2.63 -0.61
C 8.68 -0.14 -1.67 -0.41
C 8.52 0.44 -0.21 -1.04
C -0.09 1.99 -2.58 -0.15
S -1.16 2.79 -3.59 -0.16
S 0.90 3.06 -1.45 -0.29
C -0.30 4.21 -0.65 -0.65
C 0.04 4.50 0.87 -0.78
C -0.93 3.81 1.89 -1.03
C -0.92 2.24 1.88 0.84
N -1.43 1.61 0.65 -0.26
C -1.93 1.79 3.04 -1.00
O -1.51 0.55 3.61 -0.45
C -2.23 -0.55 3.05 0.30
C -1.42 -1.86 3.39 -1.02
C -2.01 -3.05 2.55 1.14
C -2.00 -4.36 3.44 -1.22
I -1.56 -6.16 2.29 -0.01
P 0.73 1.45 2.30 0.26
N 1.97 1.96 1.44 -0.73
H -5.03 -1.41 3.87 0.23
H -6.79 -1.28 3.42 0.31
H -6.18 -2.68 4.40 0.37
H -4.72 -3.45 2.39 0.09
H -6.50 -3.63 2.24 0.42
H -6.70 -2.30 0.43 0.31
H -5.63 -0.96 1.05 0.44
H -5.06 -3.22 -0.88 0.43
H -3.77 -3.07 0.36 0.30
H -4.99 -0.74 -1.39 0.33
H -3.78 -0.50 -0.10 -0.01
H -2.16 -2.13 -1.48 0.43
H -3.43 -1.94 -2.81 0.29
H -3.14 0.44 -2.91 0.34
H -2.23 0.52 -1.31 -0.77
H -0.79 -1.24 -3.15 0.60
H -1.26 0.10 -4.22 0.39
H 1.30 -0.91 -3.63 0.37
H 1.19 0.68 -4.44 0.33
H 2.67 0.29 -1.68 0.10
H 2.76 1.66 -2.82 0.36
H 3.99 -1.12 -3.21 0.41
H 3.60 -0.07 -4.63 0.36
H 4.98 1.63 -2.57 0.36
H 5.63 1.19 -4.22 0.37
H 6.25 -1.16 -3.01 0.33
H 5.92 -0.23 -1.46 0.16
H 7.95 0.46 -3.69 0.36
H 7.53 1.63 -2.35 0.26
H 9.70 0.06 -2.08 0.32
H 8.43 -1.22 -1.64 0.27
H 8.31 1.53 -0.26 0.27
H 7.71 -0.07 0.36 0.27
H 9.46 0.31 0.40 0.32
H -1.34 3.82 -0.76 0.32
H -0.25 5.17 -1.22 0.54
H -0.11 5.61 0.99 0.39
H 1.12 4.34 1.10 0.43
H -1.96 4.22 1.73 0.36
H -0.63 4.14 2.92 0.47
H -2.15 2.17 0.21 0.29
H -0.69 1.37 0.00 -0.19
H -1.84 2.58 3.84 0.48
H -2.99 1.80 2.70 0.25
H -3.25 -0.62 3.51 -0.04
H -2.31 -0.47 1.93 0.07
H -0.37 -1.66 3.08 0.14
H -1.42 -2.06 4.49 0.38
H -1.39 -3.26 1.64 0.55
H -3.06 -2.86 2.19 -1.29
H -3.01 -4.49 3.91 0.45
H -1.19 -4.23 4.19 0.53
H 0.57 0.05 2.10 -0.01
H 0.95 1.63 3.71 0.05
H 2.37 1.18 0.91 0.24